This record from OMol25 describes C24H52GaN2O10S4 as an isolated structure at a distorted geometry. The level of theory is ωB97M-V/def2-TZVPD.

Properties
Calculated total energy (eV): -144903.075
Lowest unoccupied orbital energy (eV): 1.81
Orbital gap (Eh): 0.2694
HOMO (eV): -5.52

```
! wB97M-V def2-TZVPD RIJCOSX def2/J DEFGRID3
* xyz -1 1
C -3.3453 -2.8324 5.2193
C -4.1306 -1.6166 5.7092
C -5.6329 -1.9547 5.8668
C -6.5461 -1.1237 4.9754
C -6.2680 -1.2976 3.4781
C -6.2888 0.0301 2.6856
C -7.0305 -0.0200 1.3531
C -6.2631 -0.6288 0.1487
C -5.0465 -1.4799 0.4889
C -4.2944 -1.9903 -0.7590
Ga -2.3433 -2.3784 -0.3355
C -1.4115 -3.0450 -2.0171
C -1.2820 -1.9870 -3.1081
C -0.3493 -2.4808 -4.2355
O 0.4975 -1.4392 -4.7440
C -1.4033 -0.7563 0.4936
C 0.0185 -0.6354 0.0008
S 1.1176 0.4153 1.0378
C 0.7760 2.0129 0.4743
N 1.3276 3.0933 0.8218
N 0.6750 4.1096 0.1033
C -0.1947 3.5444 -0.6034
O -0.2083 2.1946 -0.4447
S -2.1704 -4.1048 1.2598
C -3.7383 -4.8840 1.6603
O -1.3422 -5.1812 0.7107
O -1.6167 -3.5876 2.5115
H -2.2835 -2.6169 5.1372
H -3.5066 -3.6922 5.8665
H -3.6616 -3.1369 4.2245
H -3.9674 -0.8018 5.0070
H -3.7096 -1.3580 6.6771
H -5.9102 -1.7175 6.8944
H -5.7649 -3.0220 5.7059
H -7.5600 -1.4913 5.1562
H -6.5510 -0.0764 5.2694
H -5.2716 -1.7189 3.3504
H -6.9555 -1.9879 2.9929
H -5.2935 0.4540 2.5897
H -6.8359 0.7413 3.3107
H -7.2485 1.0170 1.0901
H -8.0046 -0.4858 1.4864
H -6.9571 -1.2749 -0.3858
H -5.9431 0.1685 -0.5216
H -4.3513 -0.9859 1.1678
H -5.4025 -2.3681 1.0169
H -4.3873 -1.2508 -1.5575
H -4.7575 -2.9168 -1.1014
H -0.4522 -3.4764 -1.7329
H -2.0119 -3.8606 -2.4238
H -2.2383 -1.7622 -3.5769
H -0.8413 -1.0501 -2.7668
H 0.2402 -3.3217 -3.8767
H -0.9455 -2.8356 -5.0780
H 1.4123 -1.6606 -4.5596
H -1.4340 -0.9125 1.5717
H -2.0069 0.1271 0.2849
H 0.5051 -1.6035 -0.0433
H -0.0012 -0.1675 -0.9770
H -0.8899 4.0172 -1.2649
H -4.2233 -5.2967 0.7820
H -3.5148 -5.7190 2.3244
H -4.4009 -4.2204 2.2076
O 5.8925 -0.5844 0.5990
S 6.6958 0.4880 0.1016
O 7.5473 1.2279 0.9793
O 5.7779 1.4919 -0.7117
C 4.5892 2.0246 -0.0751
C 4.9158 3.1418 0.8919
C 7.6455 -0.0739 -1.2709
H 4.0335 1.2237 0.4139
H 3.9661 2.4092 -0.8813
H 5.4632 2.7662 1.7566
H 3.9942 3.6056 1.2420
H 5.5397 3.8956 0.4092
H 6.9883 -0.5977 -1.9597
H 8.4054 -0.7494 -0.8841
H 8.1103 0.7859 -1.7494
O 6.2779 4.8425 -2.7367
S 6.8180 3.8777 -3.6411
O 7.9195 3.0496 -3.2585
O 7.1767 4.6099 -5.0111
C 8.0071 5.7833 -4.9426
C 9.4721 5.4406 -4.7545
C 5.5237 2.8585 -4.2560
H 7.6489 6.4462 -4.1534
H 7.8637 6.2984 -5.8909
H 9.6523 5.0037 -3.7730
H 10.0824 6.3398 -4.8454
H 9.7949 4.7143 -5.5006
H 4.7073 3.4918 -4.5918
H 5.2000 2.2229 -3.4332
H 5.9105 2.2530 -5.0715
*
```

This record from OMol25 describes C15H21CrN8OS as an isolated structure. The level of theory is ωB97M-V/def2-TZVPD.

Properties
Calculated total energy (eV): -69116.136
Expectation value of S²: 6.0156
Lowest unoccupied orbital energy (alpha / beta) (eV): -3.37 / -3.54
Orbital gap (alpha / beta) (Eh): 0.2646 / 0.2818
HOMO (alpha / beta) (eV): -10.57 / -11.21
Relative energy (zero: lowest compared OMol25 entry of this formula, charge and spin) (kcal/mol): 0.4

```
! wB97M-V def2-TZVPD RIJCOSX def2/J DEFGRID3
* xyz 1 5
Cr -0.1448 0.2258 -1.4814
N 4.0354 0.7782 -1.6233
C 3.0559 -0.1216 -1.6350
N 1.9018 0.5145 -1.6791
C 2.2613 1.8315 -1.6779
N 3.5478 2.0408 -1.6464
C 1.1922 2.8474 -1.7037
C 1.3980 4.2133 -1.7528
N 0.3749 5.0635 -1.7834
C -0.8472 4.5483 -1.7661
C -1.0701 3.1762 -1.7092
N -0.0432 2.3346 -1.6758
H 5.0303 0.6229 -1.6041
H 3.2068 -1.1885 -1.6179
H 2.4029 4.6170 -1.7707
H -1.6825 5.2361 -1.7985
H -2.0618 2.7428 -1.6924
O -2.1241 0.1677 -1.5304
N -2.7348 -1.0295 -1.5628
C -4.0862 -0.9925 -1.5680
C -4.8146 -2.1459 -1.6092
C -4.1307 -3.3622 -1.6474
C -2.7598 -3.3707 -1.6431
C -2.0213 -2.1782 -1.6003
S -0.2917 -2.1465 -1.6167
H -4.4986 0.0034 -1.5402
H -5.8929 -2.0904 -1.6145
H -4.6768 -4.2955 -1.6837
H -2.2023 -4.2956 -1.6768
C 2.3606 -1.8566 2.7750
C 1.1882 -0.8853 2.7253
C 1.5138 0.3779 3.5106
C -0.0672 -1.5543 3.2883
N 1.0480 -0.5368 1.2906
N -0.0689 0.2983 0.9617
H 2.5643 -2.1682 3.7997
H 3.2598 -1.3877 2.3720
H 2.1477 -2.7577 2.1927
H 1.7464 0.1297 4.5469
H 0.6704 1.0725 3.5341
H 2.3775 0.8871 3.0785
H 0.0996 -1.8819 4.3154
H -0.3408 -2.4335 2.6985
H -0.9221 -0.8740 3.3176
H 0.8852 -1.3938 0.7680
H 0.1311 1.2304 1.3055
H -0.9179 -0.0131 1.4303
*
```

This record from OMol25 describes C4H9NOS in the gas phase at a distorted geometry. The level of theory is ωB97M-V/def2-TZVPD.

Properties
Calculated total energy (eV): -18663.906
Lowest unoccupied orbital energy (eV): 0.81
Orbital gap (Eh): 0.3413
HOMO (eV): -8.48
Relative energy (zero: lowest compared OMol25 entry of this formula, charge and spin) (kcal/mol): 83.5

```
! wB97M-V def2-TZVPD RIJCOSX def2/J DEFGRID3
* xyz 0 1
C -1.5647 -1.6666 0.5569
C 1.3343 0.6891 0.0115
C 0.2732 -0.1055 0.7457
C 0.5251 1.6790 -0.7603
N -0.7037 -0.6202 -0.1780
O 0.1208 -0.2216 -2.5186
S -0.6791 0.5449 -1.6028
H -1.0763 -2.6417 0.4286
H -2.5879 -1.6623 0.3466
H 2.0814 1.1410 0.8051
H 1.9302 0.0891 -0.6478
H 0.6757 -0.9813 1.3567
H -0.3281 0.3986 1.5860
H 0.0771 2.4753 -0.2213
H 1.1725 2.2656 -1.5446
H -1.2505 -1.3836 1.6364
*
```

This record from OMol25 describes C10H24N4O4ReS as an isolated structure. The level of theory is ωB97M-V/def2-TZVPD.

Properties
Calculated total energy (eV): -37859.432
Expectation value of S²: 3.7653
Lowest unoccupied orbital energy (alpha / beta) (eV): -7.20 / -8.72
Orbital gap (alpha / beta) (Eh): 0.2974 / 0.3251
HOMO (alpha / beta) (eV): -15.29 / -17.57

```
! wB97M-V def2-TZVPD RIJCOSX def2/J DEFGRID3
* xyz 2 4
Re 0.7724 0.5497 -0.4727
C -0.5098 2.3677 2.2491
C -0.7936 2.8944 0.8503
N -1.0113 1.8300 -0.2031
C -2.3657 1.2153 -0.1400
C -2.4593 0.1690 -1.2234
N -1.4108 -0.8263 -0.9588
C -1.2950 -1.8677 -2.0050
C -0.4422 -3.0082 -1.4889
C 1.0175 -2.6532 -1.3102
N 1.3264 -1.6083 -0.2682
C 1.1682 -2.0432 1.1456
C 1.5102 -0.8597 2.0323
N 0.5982 0.2588 1.6364
C 0.7578 1.5395 2.4013
H -0.4198 3.2396 2.8993
H -1.3622 1.8069 2.6471
H -1.6901 3.5159 0.8641
H 0.0298 3.5153 0.5045
H -0.9948 2.3481 -1.0859
H -2.5043 0.7702 0.8478
H -3.1198 1.9950 -0.2547
H -3.4556 -0.2788 -1.2473
H -2.2803 0.6113 -2.2069
H -1.6817 -1.3146 -0.1055
H -2.2893 -2.2304 -2.2783
H -0.8540 -1.4136 -2.8952
H -0.8732 -3.4160 -0.5681
H -0.4793 -3.8303 -2.2053
H 1.6023 -3.5372 -1.0479
H 1.4228 -2.2570 -2.2430
H 2.3319 -1.4694 -0.3904
H 0.1395 -2.3702 1.3092
H 1.8190 -2.8932 1.3567
H 1.3728 -1.0937 3.0883
H 2.5391 -0.5251 1.8871
H -0.3472 -0.0691 1.8451
H 0.9289 1.2926 3.4500
H 1.6452 2.0518 2.0244
O 1.5600 2.4420 -0.8622
S 2.4712 1.6009 -1.7948
O 3.4352 2.2254 -2.5827
O 2.8730 0.5376 -0.7574
O 1.3180 0.7881 -2.4431
*
```

This record from OMol25 describes C13H9Br2N3O3S as an isolated structure at a distorted geometry. The level of theory is ωB97M-V/def2-TZVPD.

Properties
Calculated total energy (eV): -175157.354
Lowest unoccupied orbital energy (eV): 0.06
Orbital gap (Eh): 0.3203
HOMO (eV): -8.66

```
! wB97M-V def2-TZVPD RIJCOSX def2/J DEFGRID3
* xyz 0 1
O -0.3241 -1.3415 -2.9563
O -0.4306 -1.9594 -0.6237
Br -5.0949 1.3417 -3.9578
Br 0.5669 -0.4651 3.8403
N -0.9330 0.9366 0.4867
O -2.9414 2.7313 0.7999
C 0.2822 0.6096 0.0137
C 3.9093 -2.0656 1.9600
C 4.0850 -1.3736 0.8191
C 2.8330 -1.8619 2.7854
C -4.0622 1.8810 -1.3701
C 3.2027 -0.3430 0.4855
C -3.1014 -0.0109 -2.3655
C -4.0097 0.9830 -2.4109
C 1.8654 -0.9397 2.4834
C -1.9871 0.9462 -0.3896
C -3.0145 1.8774 -0.2507
C 2.0729 -0.1448 1.2737
C -2.0331 0.0402 -1.3831
N 1.2620 0.9638 0.8883
N 0.6255 0.1413 -1.1814
S -0.5667 -0.9163 -1.6046
H -2.2315 2.4714 1.4212
H 4.5786 -2.9162 2.2857
H 4.9329 -1.6483 0.1243
H 2.7319 -2.2419 3.7377
H -4.8127 2.5768 -1.4586
H 3.3671 0.2482 -0.4101
H -3.1268 -0.5372 -3.2586
H 0.8737 1.3556 1.6763
H 1.4808 -0.3388 -1.4602
*
```

Look up the calculated total energy of the fifth one. -175157.354 eV

Which value of calculated total energy does entry 5 give? -175157.354 eV

Repeat the second record exactly.
This record from OMol25 describes C15H21CrN8OS as an isolated structure. The level of theory is ωB97M-V/def2-TZVPD.

Properties
Calculated total energy (eV): -69116.136
Expectation value of S²: 6.0156
Lowest unoccupied orbital energy (alpha / beta) (eV): -3.37 / -3.54
Orbital gap (alpha / beta) (Eh): 0.2646 / 0.2818
HOMO (alpha / beta) (eV): -10.57 / -11.21
Relative energy (zero: lowest compared OMol25 entry of this formula, charge and spin) (kcal/mol): 0.4

```
! wB97M-V def2-TZVPD RIJCOSX def2/J DEFGRID3
* xyz 1 5
Cr -0.1448 0.2258 -1.4814
N 4.0354 0.7782 -1.6233
C 3.0559 -0.1216 -1.6350
N 1.9018 0.5145 -1.6791
C 2.2613 1.8315 -1.6779
N 3.5478 2.0408 -1.6464
C 1.1922 2.8474 -1.7037
C 1.3980 4.2133 -1.7528
N 0.3749 5.0635 -1.7834
C -0.8472 4.5483 -1.7661
C -1.0701 3.1762 -1.7092
N -0.0432 2.3346 -1.6758
H 5.0303 0.6229 -1.6041
H 3.2068 -1.1885 -1.6179
H 2.4029 4.6170 -1.7707
H -1.6825 5.2361 -1.7985
H -2.0618 2.7428 -1.6924
O -2.1241 0.1677 -1.5304
N -2.7348 -1.0295 -1.5628
C -4.0862 -0.9925 -1.5680
C -4.8146 -2.1459 -1.6092
C -4.1307 -3.3622 -1.6474
C -2.7598 -3.3707 -1.6431
C -2.0213 -2.1782 -1.6003
S -0.2917 -2.1465 -1.6167
H -4.4986 0.0034 -1.5402
H -5.8929 -2.0904 -1.6145
H -4.6768 -4.2955 -1.6837
H -2.2023 -4.2956 -1.6768
C 2.3606 -1.8566 2.7750
C 1.1882 -0.8853 2.7253
C 1.5138 0.3779 3.5106
C -0.0672 -1.5543 3.2883
N 1.0480 -0.5368 1.2906
N -0.0689 0.2983 0.9617
H 2.5643 -2.1682 3.7997
H 3.2598 -1.3877 2.3720
H 2.1477 -2.7577 2.1927
H 1.7464 0.1297 4.5469
H 0.6704 1.0725 3.5341
H 2.3775 0.8871 3.0785
H 0.0996 -1.8819 4.3154
H -0.3408 -2.4335 2.6985
H -0.9221 -0.8740 3.3176
H 0.8852 -1.3938 0.7680
H 0.1311 1.2304 1.3055
H -0.9179 -0.0131 1.4303
*
```

What is the formula in the second record? C15H21CrN8OS